#A
The following is a quantum chemistry calculation of C3HF5O3S in the gas phase, from the OMol25 dataset.

Each line ends with the Mulliken charge.
Cartesian coordinates (Å):
1 O 0.6973 -0.1568 -2.2535  -0.368
2 C 0.8630 0.5834 -1.3352  -0.299
3 C 0.1273 0.3781 -0.0559  0.760
4 F 0.6322 1.3861 1.1095  -0.363
5 C -1.3824 0.4690 -0.0080  0.627
6 F -1.9273 -0.4413 -0.8084  -0.203
7 F -1.8318 1.6612 -0.4004  -0.254
8 F -1.8322 0.2551 1.2226  -0.220
9 S 0.7017 -1.2108 0.7142  1.163
10 O -0.2134 -2.2383 0.4316  -0.483
11 O 2.0843 -1.3116 0.4695  -0.543
12 F 0.5128 -0.8049 2.2488  -0.190
13 H 1.5685 1.4307 -1.3348  0.375

The molar mass is 212.09 g mol⁻¹. Its charge is 0. The calculation puts the LUMO energy at -0.9 eV. As for the SMILES: O=C[C@@](F)(C(F)(F)F)S(=O)(=O)F. The HOMO energy comes out at -12.02 eV.

---

#B
The following is a quantum chemistry calculation of 2 unconnected molecules or ions with the total composition C3HF5O3S, from the OMol25 dataset.

Each line ends with the Mulliken charge.
Cartesian coordinates (Å):
1 C 1.5343 0.4258 -0.3568  -0.016
2 C 0.1958 0.1433 0.1429  0.526
3 C -0.9418 1.1296 0.1514  0.679
4 O 2.1025 -0.3434 -1.0738  -0.361
5 O -1.4692 -1.9481 0.5573  -0.505
6 O -0.5373 -1.5064 -1.7398  -0.486
7 F 0.7255 -0.0192 2.0751  -0.430
8 F -1.6178 0.9420 -0.9776  -0.215
9 F -0.6089 2.4464 0.1372  -0.252
10 F -1.8047 0.9524 1.1338  -0.193
11 F 0.9127 -2.1441 0.0896  -0.202
12 S -0.4573 -1.4743 -0.3088  1.179
13 H 1.9663 1.3959 0.1695  0.276

The molar mass is 212.09 g mol⁻¹. Its charge is 0. The calculation puts the LUMO energy (alpha / beta) at -3.6 / -3.6 eV. The HOMO energy (alpha / beta) comes out at -12.14 / -12.14 eV.

---

Name the most stable of them. #A.

---

#A
The following is a quantum chemistry calculation of a molecular structure, C4H10O2S2, from the OMol25 dataset.

Each line ends with the Mulliken charge.
Cartesian coordinates (Å):
1 C 0.1630 -0.7924 -1.0006  -1.776
2 C 1.5267 1.2603 -0.3543  -1.384
3 C 0.9540 -0.6458 1.2280  -1.831
4 C 0.4933 0.1989 0.1264  1.480
5 O -1.6255 1.5586 -0.5540  -0.468
6 O -2.2642 -0.5266 0.9691  -0.406
7 S -3.0590 -0.6217 -0.3741  -0.012
8 S -1.0608 1.0360 0.6535  0.569
9 H 1.2076 -1.2463 -1.3472  0.346
10 H -0.4077 -1.6570 -0.6770  0.446
11 H -0.3312 -0.4643 -1.8428  0.508
12 H 1.8596 1.9602 0.4436  0.350
13 H 1.1408 1.6939 -1.2620  0.429
14 H 2.4224 0.5937 -0.6707  0.313
15 H 1.1886 -0.0371 2.0562  0.465
16 H 0.0578 -1.1271 1.6140  0.440
17 H 1.7314 -1.3200 1.1120  0.426
18 H -3.9968 0.1366 -0.1201  0.106

The molar mass is 154.26 g mol⁻¹. Its charge is 0. The calculation puts the LUMO energy (alpha / beta) at 0.2 / 0.2 eV. The HOMO energy (alpha / beta) comes out at -8.68 / -8.68 eV.

---

#B
The following is a quantum chemistry calculation of 2 unconnected molecules or ions with the total composition C4H10O2S2, from the OMol25 dataset.

Each line ends with the Mulliken charge.
Cartesian coordinates (Å):
1 C -0.0040 -1.9737 1.2051  -1.396
2 C 1.2229 -0.6984 -0.7170  -1.106
3 C 0.4641 0.5638 1.3718  -1.258
4 C 0.1601 -0.6513 0.4445  0.910
5 O -1.9768 0.9580 -0.6518  -0.424
6 O -1.4640 3.1003 -3.5259  -0.491
7 S -1.1334 2.4696 -2.2134  0.358
8 S -1.6219 -0.5170 -0.3829  0.247
9 H 0.1970 -2.7425 0.3854  0.321
10 H 0.7969 -2.0626 1.9534  0.354
11 H -0.9649 -2.0378 1.6959  0.455
12 H 2.2976 -0.4352 -0.3522  0.290
13 H 0.9583 0.1111 -1.4272  0.288
14 H 1.1158 -1.6537 -1.2581  0.345
15 H 0.2809 1.5338 0.8053  0.218
16 H 0.1336 0.5164 2.4630  0.337
17 H 1.5126 0.3917 1.6611  0.417
18 H -1.9746 3.1275 -1.4569  0.137

The molar mass is 154.26 g mol⁻¹. Its charge is 0. The calculation puts the LUMO energy (alpha / beta) at -0.4 / -1.4 eV. The HOMO energy (alpha / beta) comes out at -9.17 / -8.34 eV.

---

Name the most stable of them. #A.

---

#A
The following is a quantum chemistry calculation of 2 unconnected molecules or ions with the total composition C6H7N3O4, from the OMol25 dataset.

Each line ends with the Mulliken charge.
Cartesian coordinates (Å):
1 O 2.0769 -0.0360 1.4260  -0.773
2 C 1.0168 -0.6074 1.2307  0.684
3 C 0.4648 -1.6944 2.0369  -0.721
4 C -0.7082 -2.2483 1.6837  -0.256
5 N -1.3960 -1.8035 0.5823  -0.046
6 C -0.8768 -0.7634 -0.1275  0.412
7 O -1.5900 -0.3351 -1.1469  -0.546
8 N 0.2420 -0.2105 0.1658  -0.287
9 H 1.0086 -2.0246 2.9044  0.415
10 H -1.1705 -3.0561 2.2309  0.373
11 H -2.2771 -2.2059 0.2993  0.240
12 H -1.1232 0.4593 -1.5429  0.494
13 H -0.2133 2.2594 -0.6517  0.251
14 N -0.0406 1.8575 -1.5746  -0.563
15 C 1.1372 2.0239 -1.9933  -0.058
16 C 2.2400 2.7525 -1.2526  0.554
17 O 2.6801 3.7783 -1.6996  -0.551
18 O 2.6564 2.2397 -0.1093  -0.440
19 H 1.3892 1.6412 -2.9783  0.353
20 H 2.2829 1.3830 0.2246  0.462

The molar mass is 185.14 g mol⁻¹. Its charge is 0. The calculation puts the LUMO energy at 0.3 eV. As for the SMILES: O=c1cc[nH]c(O)n1.[H]/N=C\C(=O)O. The HOMO energy comes out at -9.89 eV.

---

#B
The following is a quantum chemistry calculation of C6H7N3O4 in the gas phase, from the OMol25 dataset.

Each line ends with the Mulliken charge.
Cartesian coordinates (Å):
1 C -2.0289 0.9308 1.0400  -0.402
2 C -2.0510 -0.4089 0.4413  0.535
3 C -0.2935 -1.2067 -1.2410  0.623
4 C 1.4519 0.6434 0.6660  0.700
5 C -0.8209 -2.5759 -1.4342  -1.074
6 C 2.2056 1.9406 0.9733  -1.034
7 N -0.6951 -0.6621 0.0268  0.045
8 N 0.0436 0.7602 0.4572  -0.032
9 N -0.8842 1.6042 0.9848  0.682
10 O -0.5931 2.6739 1.5313  -0.705
11 O -3.0342 -1.0719 0.2350  -0.566
12 O 0.5213 -0.6574 -1.8919  -0.487
13 O 2.0083 -0.4537 0.5100  -0.530
14 H -3.0282 1.3986 1.2489  0.345
15 H -0.6310 -2.9863 -2.4297  0.348
16 H -1.8912 -2.7701 -1.2149  0.317
17 H -0.1923 -3.0739 -0.7761  0.306
18 H 3.2418 1.7114 1.0481  0.358
19 H 1.5759 2.4017 1.8453  0.307
20 H 2.2285 2.6523 0.1069  0.266

The molar mass is 185.14 g mol⁻¹. Its charge is 0. The calculation puts the LUMO energy at -0.8 eV. The HOMO energy comes out at -9.89 eV.

---

Name the most stable of them. #A.